Entry from OMol25: C3H5NO2 in the gas phase (ωB97M-V/def2-TZVPD).

The value obtained for the energy above the lowest of the compared OMol25 structures with the same formula, charge and spin is 2.7882 eV. Its orbital gap is 9.012 eV. Its charge is 0.

XYZ file:
```
11
Properties=species:S:1:pos:R:3:forces:R:3
O 0.6753 -1.3518 -0.3734 -1.0671 0.4644 0.5672
H -1.5821 0.9094 0.2354 0.2798 0.7498 0.2473
C 1.2637 -0.2027 -0.5918 -0.3890 0.3421 0.1191
H 1.0100 1.7445 -0.2356 0.1512 0.1397 -0.2440
C -0.7682 -0.9428 0.0654 0.9767 -0.5975 -0.2649
C -0.6597 0.4588 0.6856 -0.8858 -0.0916 -0.4393
H -1.2760 -0.8783 -0.9010 -0.0489 -0.0431 0.2501
O -0.3053 0.7142 1.8554 -0.0132 -0.2844 0.0637
H -1.2808 -1.6250 0.7597 0.9257 -0.3030 -0.3976
N 0.5609 0.8516 -0.3696 0.3625 0.1693 -0.1127
H 2.2960 -0.1431 -0.9488 -0.2920 -0.5457 0.2110
```
Forces are in eV/Å.